# C2H2O3

A cluster of 2 separate species, C2H2O3 in total at a distorted geometry (ωB97M-V/def2-TZVPD, OMol25).

E_HOMO in eV: -9.1
HOMO-LUMO gap in eV: 9.467
Multiplicity: 1
Energy above the lowest of the compared OMol25 structures with the same formula, charge and spin in kJ/mol: 264.7

Positions of all 7 atoms, in Å:
O 1.450 0.459 -0.747
O -0.885 0.857 -0.037
O 2.474 -1.354 0.287
C 1.946 -0.433 -0.190
C -1.170 -0.216 0.688
H -2.284 -0.550 0.500
H -1.531 1.237 -0.501

Atom-resolved charges from natural (NBO), all expressed in e: number 1, O, carries -0.519; number 2, O, carries -0.625; number 3, O, carries -0.517; number 4, C, carries 1.029; number 5, C, carries 0.111; number 6, H, carries 0.049; number 7, H, carries 0.472

# C2H2O3

The molecule C2H2O3 at a distorted geometry (ωB97M-V/def2-TZVPD, OMol25).

E_HOMO in eV: -10.5
SMILES: O=CC(=O)O
HOMO-LUMO gap in eV: 10.184
Multiplicity: 1
Energy above the lowest of the compared OMol25 structures with the same formula, charge and spin in kJ/mol: 114.2

Positions of all 7 atoms, in Å:
O 0.804 1.259 0.053
O -1.600 0.160 -0.042
O 1.544 -0.783 -0.041
C -0.709 -0.553 0.173
C 0.681 0.007 0.112
H 0.058 1.673 -0.164
H -0.778 -1.763 -0.092

Atom-resolved charges from natural (NBO), all expressed in e: number 1, O, carries -0.619; number 2, O, carries -0.489; number 3, O, carries -0.521; number 4, C, carries 0.336; number 5, C, carries 0.662; number 6, H, carries 0.495; number 7, H, carries 0.135

# C2H2O3PS

A structure of composition C2H2O3PS at a distorted geometry (ωB97M-V/def2-TZVPD, OMol25).

E_HOMO in eV: -3.5
HOMO-LUMO gap in eV: 7.079
Multiplicity: 1
Energy above the lowest of the compared OMol25 structures with the same formula, charge and spin in kJ/mol: 428.8
Net charge: -1

Positions of all 9 atoms, in Å:
S -2.052 0.745 0.328
P 1.378 -0.194 0.026
O -0.706 1.403 0.155
O -1.289 -1.170 0.251
O -2.921 0.953 -0.830
C -0.087 -1.186 0.187
C 1.621 -1.890 -0.282
H 2.142 0.365 1.091
H 1.914 0.974 -0.925

Atom-resolved charges from natural (NBO), all expressed in e: number 1, S, carries 1.602; number 2, P, carries 0.753; number 3, O, carries -0.958; number 4, O, carries -0.661; number 5, O, carries -0.941; number 6, C, carries 0.147; number 7, C, carries -0.682; number 8, H, carries -0.127; number 9, H, carries -0.133

# C2H2O3S

The molecule C2H2O3S at a distorted geometry (ωB97M-V/def2-TZVPD, OMol25).

E_HOMO in eV: -9.7
SMILES: O=C(O)C(O)=S
HOMO-LUMO gap in eV: 8.862
Multiplicity: 1
Energy above the lowest of the compared OMol25 structures with the same formula, charge and spin in kJ/mol: 59.7

Positions of all 8 atoms, in Å:
S 2.099 -0.864 -0.004
O -1.737 0.001 -0.004
O -0.794 -2.013 -0.001
O 0.504 1.219 -0.006
C 0.679 -0.103 -0.009
C -0.699 -0.824 -0.006
H -1.420 0.939 0.003
H 1.368 1.645 0.027

Atom-resolved charges from natural (NBO), all expressed in e: number 1, S, carries 0.044; number 2, O, carries -0.650; number 3, O, carries -0.508; number 4, O, carries -0.678; number 5, C, carries 0.066; number 6, C, carries 0.705; number 7, H, carries 0.507; number 8, H, carries 0.515

# C2H2O3S

The molecule C2H2O3S at a distorted geometry (ωB97M-V/def2-TZVPD, OMol25).

E_HOMO in eV: -9.8
SMILES: O=C(O)C(O)=S
HOMO-LUMO gap in eV: 8.878
Multiplicity: 1
Energy above the lowest of the compared OMol25 structures with the same formula, charge and spin in kJ/mol: 195.6

Positions of all 8 atoms, in Å:
S 2.086 -0.914 0.133
O -1.162 -1.163 -0.898
O 0.773 1.294 -0.509
O -1.333 -0.068 0.871
C 0.708 -0.021 -0.082
C -0.592 -0.479 -0.130
H 1.768 1.639 -0.028
H -2.247 -0.289 0.643

Atom-resolved charges from natural (NBO), all expressed in e: number 1, S, carries 0.013; number 2, O, carries -0.530; number 3, O, carries -0.639; number 4, O, carries -0.656; number 5, C, carries 0.132; number 6, C, carries 0.661; number 7, H, carries 0.514; number 8, H, carries 0.505

# C2H2O4

A cluster of 2 separate species, C2H2O4 in total at a distorted geometry (ωB97M-V/def2-TZVPD, OMol25).

E_HOMO (alpha / beta) in eV: -9.0 / -8.7
HOMO-LUMO gap (alpha / beta) in eV: 8.345 / 8.113
Multiplicity: 1
Energy above the lowest of the compared OMol25 structures with the same formula, charge and spin in kJ/mol: 408.7

Positions of all 8 atoms, in Å:
O 1.232 -1.360 0.581
O 1.692 0.266 -0.961
O -2.557 -0.492 -0.547
O -0.966 0.709 0.681
C -1.425 -0.227 -0.180
C 1.001 -0.548 -0.253
H 2.594 0.352 -0.456
H -1.572 1.300 1.134

Atom-resolved charges from natural (NBO), all expressed in e: number 1, O, carries -0.546; number 2, O, carries -0.660; number 3, O, carries -0.554; number 4, O, carries -0.730; number 5, C, carries 0.718; number 6, C, carries 0.788; number 7, H, carries 0.494; number 8, H, carries 0.491

# C2H2O4S3

A structure of composition C2H2O4S3 at a distorted geometry (ωB97M-V/def2-TZVPD, OMol25).

E_HOMO (alpha / beta) in eV: -9.8 / -9.0
HOMO-LUMO gap (alpha / beta) in eV: 8.098 / 6.677
Multiplicity: 1
Energy above the lowest of the compared OMol25 structures with the same formula, charge and spin in kJ/mol: 0.0

Positions of all 11 atoms, in Å:
S -2.059 1.010 0.022
S 0.813 0.276 -0.336
S -1.781 -1.631 -0.394
O -2.993 1.950 0.509
O -2.014 0.725 -1.420
O -1.909 -2.894 0.238
O -2.202 -0.349 0.743
C -0.052 -1.521 -0.093
C -0.280 1.261 0.323
H 0.121 2.280 0.329
H 0.594 -2.388 -0.639

Atom-resolved charges from natural (NBO), all expressed in e: number 1, S, carries 2.354; number 2, S, carries 0.569; number 3, S, carries 1.538; number 4, O, carries -0.860; number 5, O, carries -0.937; number 6, O, carries -0.881; number 7, O, carries -0.895; number 8, C, carries -0.646; number 9, C, carries -0.756; number 10, H, carries 0.258; number 11, H, carries 0.257

# C2H2OS2

A structure of composition C2H2OS2 at a distorted geometry (ωB97M-V/def2-TZVPD, OMol25).

E_HOMO in eV: -9.3
HOMO-LUMO gap in eV: 7.813
Multiplicity: 1
Energy above the lowest of the compared OMol25 structures with the same formula, charge and spin in kJ/mol: 358.3

Positions of all 7 atoms, in Å:
S -0.860 -0.990 1.060
S -0.235 -0.349 -1.785
O 0.863 1.393 1.240
C -0.136 -0.321 -0.291
C 0.996 0.675 0.063
H 1.874 0.642 -0.731
H -2.503 -1.050 0.445

Atom-resolved charges from natural (NBO), all expressed in e: number 1, S, carries 0.178; number 2, S, carries 0.213; number 3, O, carries -0.523; number 4, C, carries -0.556; number 5, C, carries 0.317; number 6, H, carries 0.196; number 7, H, carries 0.175

What did the sixth record say?
# C2H2O4

A cluster of 2 separate species, C2H2O4 in total at a distorted geometry (ωB97M-V/def2-TZVPD, OMol25).

E_HOMO (alpha / beta) in eV: -9.0 / -8.7
HOMO-LUMO gap (alpha / beta) in eV: 8.345 / 8.113
Multiplicity: 1
Energy above the lowest of the compared OMol25 structures with the same formula, charge and spin in kJ/mol: 408.7

Positions of all 8 atoms, in Å:
O 1.232 -1.360 0.581
O 1.692 0.266 -0.961
O -2.557 -0.492 -0.547
O -0.966 0.709 0.681
C -1.425 -0.227 -0.180
C 1.001 -0.548 -0.253
H 2.594 0.352 -0.456
H -1.572 1.300 1.134

Atom-resolved charges from natural (NBO), all expressed in e: number 1, O, carries -0.546; number 2, O, carries -0.660; number 3, O, carries -0.554; number 4, O, carries -0.730; number 5, C, carries 0.718; number 6, C, carries 0.788; number 7, H, carries 0.494; number 8, H, carries 0.491